18
Properties=species:S:1:pos:R:3:forces:R:3 method="wB97M-V/def2-TZVPD" e_homo_ev=-16.36 multiplicity=1 total_charge=+2 lumo_energy_ev=-8.056
N 2.31744 -0.54284 -0.53261 2.63 0.60 1.28
H -2.96562 3.09128 0.96190 0.03 -0.25 -0.13
N 0.20417 -1.44770 -0.15574 -1.76 1.69 -0.13
N 0.62005 -2.76850 -0.31329 1.12 -2.30 -0.08
H 1.09753 1.72393 -0.29398 0.58 -0.40 -0.06
H 1.49504 -3.10853 0.28616 -1.83 0.87 -1.40
H 2.95348 0.19731 -0.24735 -0.72 0.12 0.27
C 0.54453 0.81331 -0.12275 1.51 -0.72 -0.97
H -1.43524 0.20106 0.01643 1.34 0.22 0.05
H 0.68192 -3.22912 -1.35082 -0.16 1.40 2.62
H -0.25688 -3.12285 0.17493 1.51 -0.71 -0.92
N 1.01243 -0.40157 -0.35449 -0.27 0.80 0.36
N -2.67600 2.14835 0.69599 -0.15 1.42 1.11
H -0.79521 2.99730 0.75169 -0.47 -1.15 -0.18
N -0.75075 0.97429 0.19353 -3.30 -2.38 0.26
H 2.76024 -1.07221 -1.22926 -0.44 -1.10 -1.54
C -1.36496 2.03856 0.59919 -0.44 2.48 0.02
H -3.44215 1.50794 0.92048 0.82 -0.58 -0.57

=====

26
Properties=species:S:1:pos:R:3:forces:R:3 method="wB97M-V/def2-TZVPD" e_homo_ev="-6.09 / -8.36" multiplicity=1 lumo_energy_ev="0.087 / 0.016"
H 2.65247 -0.60458 3.05184 -0.43 -0.04 -1.15
C 2.54808 -2.03380 1.33680 0.53 0.26 2.86
H 1.29056 1.17445 1.72334 1.28 -1.14 -0.52
H -1.20347 -1.81134 -0.36344 0.43 -0.54 0.84
H -0.05481 4.01840 -0.73965 0.21 -0.11 -0.68
C 1.36234 0.08605 -0.09102 -0.03 0.26 -2.42
H -3.07707 -0.03043 1.03280 0.65 0.62 0.10
C 2.34675 -0.75387 1.98783 0.34 -1.02 -1.06
H 2.97866 -2.98287 1.81525 -0.65 1.89 -0.29
C 2.08406 -2.18479 0.07610 -0.30 -2.85 -3.97
H -1.95105 1.38313 1.25150 0.12 -1.16 -0.52
C 1.74543 0.26275 1.20239 -0.56 0.74 3.99
B 0.65177 1.20298 -0.83505 -0.92 -0.56 0.17
C -2.00383 0.31823 0.88063 -1.95 -0.10 0.02
C 1.62726 -1.15839 -0.71898 -2.04 1.33 -0.81
N -1.84015 0.19667 -0.55768 1.25 1.66 1.22
H -2.75973 -1.48336 -1.10637 0.39 -0.32 -0.53
C -0.19331 3.51270 -1.71656 -0.05 1.74 2.38
H 2.06268 -3.22129 -0.48077 0.40 1.91 1.50
H -1.13968 -1.12325 -1.93646 -0.54 -0.23 -0.49
H -0.63211 4.18878 -2.43406 -0.10 -0.64 -0.54
H 1.14804 -1.22729 -1.75654 1.27 -0.65 1.51
C -1.71390 -1.12943 -1.01230 -0.49 -0.05 -0.18
H -0.24400 1.70591 -2.65380 0.01 -0.42 -0.34
H -1.49475 -0.39083 1.56140 0.62 0.32 -0.50
C 0.04563 2.20551 -1.73453 0.55 -0.91 -0.58

=====

21
Properties=species:S:1:pos:R:3:forces:R:3 method="wB97M-V/def2-TZVPD" e_homo_ev=-9.17 multiplicity=1 lumo_energy_ev=0.373 smiles="C[C@](N)(CS/C(Cl)=C/Cl)C(=O)O"
H -0.40003 1.47937 -2.53141 0.01 -0.03 0.02
H -0.31990 -1.69133 -0.71629 0.79 1.19 -0.89
H 1.14525 -0.63815 -0.99986 1.30 -0.15 0.12
O -2.80978 1.59993 -1.14877 -0.60 -2.81 0.37
H 2.63766 -1.89968 0.69449 0.05 -0.16 -0.06
Cl 0.96224 -0.90605 3.86082 0.19 1.04 -1.31
H -2.14349 2.24935 -1.11152 1.50 1.97 -0.25
C 2.19007 -1.90232 1.67344 -1.79 3.54 0.72
H -1.03665 0.31811 1.46536 1.93 0.14 -0.92
S 1.54095 0.73274 1.18134 -0.53 -0.76 1.47
Cl 1.82257 -3.30003 2.46077 0.58 -2.53 0.41
C -2.13510 0.44968 -0.86754 -0.38 -2.92 1.29
C 0.12655 -0.76899 -1.22805 -2.76 -0.72 2.55
C -0.26333 0.84686 0.78020 -1.24 -0.93 0.44
O -2.65827 -0.63869 -0.60744 0.34 2.92 -0.97
C 1.64292 -0.75777 2.21462 0.65 -1.15 -1.14
H 0.90723 1.56714 -1.60193 0.22 0.29 0.07
H -0.05270 -0.75231 -2.25644 -0.09 -0.63 -1.72
C -0.58353 0.50816 -0.73231 0.27 0.98 0.12
H -0.47086 1.87428 1.04143 -0.12 0.53 -0.56
N -0.10181 1.62967 -1.57090 -0.31 0.19 0.25

=====

Sequential E_tot output: -11155.597 -12757.604 -47831.895 eV
Sequential relative energy (zero: lowest compared OMol25 entry of this formula, charge and spin) output: 73.9 135.3 24.3 kcal per mole